(1)
Here is a gas-phase ion, C25H33F4Si (charge +1) from OMol25. Energies are from ωB97M-V/def2-TZVPD.

The molar mass comes out at 437.6 g/mol. The total charge is +1. As for the HOMO-LUMO gap: 6.393 eV. The energy above the lowest of the compared OMol25 structures with the same formula, charge and spin comes out at 2.012 eV. Its total energy is -45197.7309 eV.

Geometry (Å):
C1 3.81 -1.73 -1.09
C2 3.07 -1.16 -2.28
Si1 2.36 0.57 -2.07
C3 3.74 1.72 -1.44
C4 4.94 1.80 -2.36
C5 1.63 1.24 -3.65
C6 1.87 0.41 -4.91
C7 1.16 0.48 -0.57
C8 -0.30 0.89 -0.57
C9 -0.54 2.34 -0.90
C10 -1.40 -0.01 -0.19
C11 -2.67 0.40 -1.03
C12 -1.11 -1.52 -0.38
H1 4.25 -2.68 -1.36
H2 4.62 -1.08 -0.76
H3 3.16 -1.91 -0.23
H4 3.74 -1.06 -3.15
H5 2.25 -1.82 -2.60
H6 3.27 2.70 -1.31
H7 4.02 1.37 -0.44
H8 5.68 2.47 -1.91
H9 5.43 0.83 -2.51
H10 4.69 2.21 -3.33
H11 0.56 1.43 -3.49
H12 2.10 2.23 -3.75
H13 1.57 1.00 -5.78
H14 2.92 0.14 -5.03
H15 1.27 -0.51 -4.91
H16 1.27 -0.49 -0.11
H17 1.70 1.17 0.09
H18 0.25 2.98 -0.47
H19 -0.55 2.49 -1.99
H20 -1.46 2.78 -0.47
H21 -3.36 -0.45 -1.13
H22 -3.24 1.20 -0.54
H23 -2.39 0.80 -2.03
H24 -2.05 -2.06 -0.61
H25 -0.36 -1.69 -1.20
H26 -0.72 -1.98 0.53
F1 -0.40 -1.17 6.07
C13 -0.15 -0.78 4.77
C14 1.17 -0.40 4.45
C15 1.35 0.10 3.16
F2 2.62 0.59 2.74
C16 0.32 0.20 2.26
C17 -0.99 -0.34 2.53
C18 -2.04 -0.22 1.48
C19 -3.38 -0.81 1.83
C20 -4.52 -0.16 1.31
C21 -5.78 -0.58 1.78
F3 -6.90 0.06 1.27
C22 -5.95 -1.51 2.81
C23 -4.80 -2.15 3.29
F4 -4.89 -2.90 4.45
C24 -3.49 -1.89 2.76
C25 -1.21 -0.69 3.89
H27 2.00 -0.46 5.15
H28 0.40 0.83 1.36
H29 -2.22 1.00 1.22
H30 -4.48 0.71 0.68
H31 -6.92 -1.74 3.21
H32 -2.67 -2.38 3.20
H33 -2.24 -0.77 4.27

---

(2)
Here is a molecular structure, C25H33I2O2P2RuSi from OMol25. Energies are from ωB97M-V/def2-TZVPD.

The molar mass comes out at 810.4 g/mol. The total charge is +2. Its multiplicity is 6. As for the HOMO-LUMO gap (alpha / beta): 7.088 / 3.063 eV. The expectation value of S² is 8.806. Its total energy is -75777.8226 eV.

Geometry (Å):
I1 0.12 -2.16 -4.11
I2 0.00 2.85 -4.32
Ru1 0.09 0.48 -3.01
P1 -2.14 -0.04 -2.53
C1 -3.09 1.45 -2.13
C2 -2.84 -0.62 -4.09
H1 -3.86 -0.98 -3.99
H2 -3.67 -1.67 -1.44
H3 -2.21 -1.46 -4.44
H4 -1.95 -2.22 -1.49
H5 -2.89 2.19 -2.91
H6 -2.79 0.19 -4.81
C3 -2.62 -1.35 -1.32
H7 -4.17 1.23 -2.10
H8 -2.46 -0.99 -0.29
H9 -2.77 1.86 -1.17
P2 2.26 -0.02 -2.55
C4 3.22 1.48 -2.10
C5 2.77 -1.36 -1.40
H10 2.47 -1.33 -4.51
H11 4.06 -0.81 -4.06
H12 2.92 0.37 -4.83
C6 3.02 -0.47 -4.13
H13 2.05 -2.18 -1.53
H14 3.79 -1.72 -1.60
H15 4.30 1.28 -2.19
H16 2.98 1.78 -1.07
H17 2.70 -0.99 -0.36
H18 2.93 2.29 -2.78
C7 0.16 1.85 -1.76
O1 0.24 2.74 -0.99
O2 0.08 -0.43 -0.40
Si1 0.03 -0.18 1.15
C8 -0.70 1.47 1.59
C9 -2.03 1.80 1.28
C10 -2.54 3.07 1.58
C11 -1.72 4.04 2.20
C12 -0.40 3.69 2.56
C13 0.09 2.41 2.28
C14 -1.11 -1.41 1.91
C15 -2.07 -1.06 2.88
C16 -2.94 -2.05 3.36
C17 -2.84 -3.38 2.93
C18 -1.87 -3.72 1.97
C19 -1.02 -2.73 1.45
C20 1.70 -0.27 1.97
C21 1.88 -1.30 2.90
C22 3.13 -1.50 3.51
C23 4.21 -0.67 3.18
C24 4.03 0.36 2.24
C25 2.78 0.58 1.66
H19 -2.68 1.04 0.83
H20 -3.59 3.29 1.39
H21 -2.12 5.02 2.43
H22 0.20 4.42 3.13
H23 1.11 2.15 2.62
H24 -2.10 -0.06 3.29
H25 -3.68 -1.80 4.14
H26 -3.45 -4.17 3.37
H27 -1.71 -4.76 1.66
H28 -0.24 -2.99 0.71
H29 1.04 -1.94 3.20
H30 3.25 -2.27 4.28
H31 5.17 -0.79 3.69
H32 4.86 1.03 2.02
H33 2.62 1.43 1.02

---

(3)
Here is 3 unconnected molecules or ions with the total composition C25H33I3N3O9P from OMol25. Energies are from ωB97M-V/def2-TZVPD.

The molar mass comes out at 931.2 g/mol. As for the HOMO-LUMO gap: 8.165 eV. As for the SMILES: CC(=O)N(C)CCCCO[P@@](=O)(OC[C@H](C)I)O/C(I)=C(/C)I.O=[N+]([O-])c1ccccc1.O=[N+]([O-])c1ccccc1. Its total energy is -82940.9111 eV.

Geometry (Å):
C1 3.83 3.79 -2.58
C2 2.81 4.70 -3.44
O1 3.15 4.89 -4.64
N1 1.57 5.20 -2.85
C3 1.68 5.47 -1.39
C4 0.38 4.39 -3.21
C5 0.66 2.83 -3.48
C6 -0.70 2.05 -3.02
C7 -0.56 1.81 -1.42
O2 -0.36 0.38 -1.11
P1 0.48 0.33 0.39
O3 0.16 -1.05 0.99
O4 2.16 0.56 0.12
C8 2.76 -0.76 -0.16
C9 4.35 -0.51 -0.38
C10 5.23 -1.59 0.39
I1 4.92 1.45 0.47
O5 0.02 1.63 1.40
C11 -0.50 1.17 2.65
I2 -2.65 0.84 2.74
C12 0.32 0.96 3.77
C13 -0.23 0.46 5.18
I3 2.49 1.30 3.65
H1 4.13 2.88 -3.21
H2 3.38 3.38 -1.62
H3 4.75 4.41 -2.25
H4 2.74 5.86 -1.17
H5 1.45 4.57 -0.73
H6 0.94 6.32 -1.16
H7 -0.34 4.45 -2.31
H8 -0.20 4.81 -4.10
H9 1.49 2.38 -2.85
H10 0.82 2.67 -4.60
H11 -1.59 2.76 -3.13
H12 -0.84 1.06 -3.57
H13 0.39 2.34 -1.03
H14 -1.42 2.28 -0.83
H15 2.24 -1.13 -1.11
H16 2.67 -1.47 0.72
H17 4.61 -0.50 -1.50
H18 6.31 -1.22 0.47
H19 5.21 -2.61 -0.17
H20 4.85 -1.70 1.47
H21 -0.59 1.35 5.81
H22 0.61 -0.06 5.74
H23 -1.09 -0.28 5.10
O6 -10.66 -0.13 4.29
N2 -9.86 0.68 3.85
O7 -10.07 1.88 3.75
C14 -8.56 0.17 3.39
C15 -8.30 -1.20 3.44
C16 -7.08 -1.68 2.99
C17 -6.13 -0.79 2.49
C18 -6.39 0.57 2.44
C19 -7.61 1.06 2.90
H24 -9.04 -1.89 3.83
H25 -6.87 -2.74 3.02
H26 -5.18 -1.17 2.12
H27 -5.65 1.26 2.06
H28 -7.81 2.13 2.86
O8 3.30 -3.86 -3.86
N3 3.66 -4.06 -2.71
O9 4.54 -3.43 -2.14
C20 3.00 -5.14 -1.97
C21 2.02 -5.90 -2.60
C22 1.41 -6.94 -1.90
C23 1.78 -7.20 -0.58
C24 2.76 -6.43 0.04
C25 3.37 -5.39 -0.65
H29 1.73 -5.71 -3.62
H30 0.65 -7.55 -2.38
H31 1.31 -8.01 -0.04
H32 3.04 -6.63 1.07
H33 4.13 -4.79 -0.15

---

(4)
Here is a molecular structure, C25H33MoN2P from OMol25. Energies are from ωB97M-V/def2-TZVPD.

The molar mass comes out at 488.5 g/mol. The total charge is +2. Its multiplicity is 3. As for the HOMO-LUMO gap (alpha / beta): 6.299 / 5.756 eV. The expectation value of S² is 2.075. Its total energy is -40566.0036 eV.

Geometry (Å):
C1 -0.71 -3.23 -3.94
C2 0.11 -2.13 -4.15
C3 0.17 -1.10 -3.20
C4 -0.61 -1.21 -2.05
C5 -1.43 -2.32 -1.82
C6 -1.45 -3.36 -2.76
C7 1.11 0.06 -3.41
C8 0.83 1.40 -2.72
N1 -0.49 2.00 -2.82
Mo1 0.03 0.11 -0.43
C9 -2.19 -2.37 -0.52
P1 -2.12 -0.66 0.23
H1 0.71 -2.03 -5.05
H2 -2.06 -4.24 -2.55
H3 -0.76 -4.02 -4.69
H4 -1.74 -3.06 0.22
H5 -3.24 -2.66 -0.64
H6 2.12 -0.21 -3.07
H7 1.20 0.29 -4.49
H8 1.17 1.35 -1.62
C10 -2.84 -0.91 1.87
C11 -3.49 0.11 -0.71
H9 1.52 2.14 -3.18
C12 -1.53 1.43 -3.64
C13 -0.49 3.46 -2.91
H10 -0.35 0.51 1.21
H11 -1.86 2.16 -4.40
H12 -1.23 0.52 -4.19
H13 -2.41 1.19 -3.01
H14 -1.05 3.80 -3.79
H15 -0.95 3.91 -2.02
H16 0.54 3.85 -3.02
H17 -4.44 -0.38 -0.43
H18 -3.53 1.17 -0.45
H19 -3.34 0.00 -1.79
H20 -3.75 -1.53 1.80
H21 -2.11 -1.40 2.53
H22 -3.10 0.07 2.30
H23 -0.09 1.44 0.71
C14 4.11 -3.95 0.01
C15 2.75 -3.91 -0.29
C16 2.03 -2.72 -0.22
C17 2.69 -1.53 0.15
C18 4.08 -1.57 0.44
C19 4.77 -2.77 0.38
N2 2.00 -0.32 0.25
C20 2.53 0.66 1.13
C21 2.86 0.31 2.47
C22 3.23 1.30 3.37
C23 3.39 2.62 2.94
C24 3.15 2.95 1.60
C25 2.70 1.99 0.70
H24 4.67 -4.89 -0.05
H25 2.23 -4.83 -0.56
H26 0.96 -2.68 -0.44
H27 4.60 -0.64 0.71
H28 5.83 -2.79 0.64
H29 2.77 -0.74 2.77
H30 3.43 1.02 4.40
H31 3.73 3.38 3.64
H32 3.32 3.97 1.25
H33 2.49 2.23 -0.35

---

Q: molar mass of number 4 (C25H33MoN2P)?
A: 488.5 g/mol